A structure of composition C2H7N3O in a non-equilibrium geometry. Source: OMol25; level of theory: ωB97M-V/def2-TZVPD.

Structure (XYZ):
```
13
C2H7N3O ωB97M-V/def2-TZVPD
C -0.570 0.273 -1.086
N 0.676 -0.456 -0.985
N 0.318 -1.199 1.581
C 0.996 0.357 0.126
O -1.637 0.634 0.179
N 0.927 -0.041 1.383
H -1.478 1.501 0.590
H 1.268 -0.228 -1.780
H -0.097 -1.655 0.766
H -0.124 -1.308 2.485
H -1.278 -0.390 -1.579
H -0.539 1.227 -1.606
H 1.538 1.284 -0.073
```

Properties
LUMO: 0.74 eV
total energy: -8701.348 eV
HOMO energy: -8.132 eV
multiplicity: 1

A cluster of 2 separate species, C2H7N3O in total in a non-equilibrium geometry. Source: OMol25; level of theory: ωB97M-V/def2-TZVPD.

Structure (XYZ):
```
13
C2H7N3O ωB97M-V/def2-TZVPD
C 0.820 -0.248 2.324
C -0.775 0.746 -2.052
N 1.027 -0.332 -0.028
N 0.411 -0.322 0.963
N -0.778 -0.519 -1.390
O -1.614 -0.466 -0.289
H 1.901 -0.101 2.430
H 0.272 0.569 2.798
H 0.523 -1.185 2.804
H -0.848 1.587 -1.355
H -1.629 0.793 -2.742
H 0.147 0.807 -2.628
H -1.690 -1.381 0.022
```

Properties
LUMO (spin up / spin down): 0.89 / 0.54 eV
total energy: -8700.315 eV
HOMO energy (spin up / spin down): -7.482 / -7.973 eV
multiplicity: 1

A cluster of 2 separate species, C2H7N3O2 in total in a non-equilibrium geometry. Source: OMol25; level of theory: ωB97M-V/def2-TZVPD.

Structure (XYZ):
```
14
C2H7N3O2 ωB97M-V/def2-TZVPD
C 0.354 -1.696 0.180
C -1.247 0.822 -0.277
N -1.050 1.621 0.748
N 0.338 -0.402 -0.353
N 1.485 0.298 -0.494
O 2.534 -0.237 -0.400
O 1.244 1.426 -0.811
H -0.621 -2.252 0.009
H 1.060 -2.290 -0.387
H 0.520 -1.783 1.246
H -1.250 1.141 -1.254
H -2.059 0.025 -0.243
H -0.922 1.059 1.570
H -0.386 2.268 0.467
```

Properties
LUMO: 0.64 eV
total energy: -10747.527 eV
HOMO energy: -9.134 eV
multiplicity: 1

A structure of composition C2H7N3O2 in a non-equilibrium geometry. Source: OMol25; level of theory: ωB97M-V/def2-TZVPD.

Structure (XYZ):
```
14
C2H7N3O2 ωB97M-V/def2-TZVPD
C -0.686 1.609 -0.526
C 0.085 -0.223 0.494
H -1.095 0.952 -1.458
H 0.588 2.100 -0.684
H -1.665 2.427 -0.067
H 1.404 -1.809 -0.003
H 3.096 0.587 -0.099
H -2.680 -1.738 0.048
H -2.494 -0.005 0.156
N 1.473 -0.765 0.320
N -0.687 -1.027 -0.174
N -2.092 -0.920 -0.253
O -0.309 1.085 0.858
O 2.258 -0.066 -0.477
```

Properties
LUMO: 0.61 eV
total energy: -10744.702 eV
HOMO energy: -8.341 eV
multiplicity: 1

A cluster of 2 separate species, C2H7N3O2 in total in a non-equilibrium geometry. Source: OMol25; level of theory: ωB97M-V/def2-TZVPD.

Structure (XYZ):
```
14
C2H7N3O2 ωB97M-V/def2-TZVPD
H 3.338 0.201 -1.081
N 3.079 -0.442 -0.315
N 2.144 -0.147 0.369
O 1.488 1.048 0.092
H 0.679 1.047 0.633
C -0.188 -1.750 0.454
N -0.937 -0.951 -0.158
O -1.208 0.254 0.492
C -2.013 1.084 -0.324
H 0.023 -2.680 -0.044
H 0.245 -1.574 1.432
H -1.441 1.467 -1.172
H -2.329 1.906 0.313
H -2.881 0.537 -0.693
```

Properties
LUMO: 1.07 eV
total energy: -10748.209 eV
HOMO energy: -9.850 eV
multiplicity: 1
SMILES: [H]/N=N\O.C=NOC

A cluster of 5 separate species, C2H7N3O2 in total in a non-equilibrium geometry. Source: OMol25; level of theory: ωB97M-V/def2-TZVPD.

Structure (XYZ):
```
14
C2H7N3O2 ωB97M-V/def2-TZVPD
C 2.257 -0.790 -0.117
C 0.026 0.025 -0.060
H 3.023 -1.156 1.543
H 3.180 0.205 -1.090
H 1.598 -2.202 -0.928
H 1.726 1.208 -0.124
H 0.024 -1.983 0.513
H -1.940 -0.134 -0.311
H -1.017 2.449 -0.791
N 1.283 0.369 0.217
N -0.576 -1.358 -0.100
N -0.864 0.918 -0.127
O -1.964 -1.383 0.117
O -0.435 2.220 0.174
```

Properties
LUMO: -1.42 eV
total energy: -10737.790 eV
HOMO energy: -8.382 eV
multiplicity: 1

The ion C2H7N3P with charge +1 in a non-equilibrium geometry. Source: OMol25; level of theory: ωB97M-V/def2-TZVPD.

Structure (XYZ):
```
13
C2H7N3P ωB97M-V/def2-TZVPD
C -0.483 -0.127 0.833
C 0.231 -0.488 -1.453
N -0.437 -0.910 -0.177
N 0.658 1.717 -0.068
N -0.912 -0.188 2.076
P 1.331 1.011 -1.234
H 0.562 -1.369 -2.138
H -0.486 0.083 -2.153
H -0.396 -1.961 -0.170
H -0.164 2.253 -0.055
H -1.500 -0.932 2.506
H -0.930 0.678 2.706
H 2.526 0.234 -0.673
```

Properties
LUMO (spin up / spin down): -5.77 / -5.82 eV
total energy: -15935.737 eV
HOMO energy (spin up / spin down): -13.359 / -13.502 eV
multiplicity: 1
total charge: +1

The ion C2H7N3P with charge +1 in a non-equilibrium geometry. Source: OMol25; level of theory: ωB97M-V/def2-TZVPD.

Structure (XYZ):
```
13
C2H7N3P ωB97M-V/def2-TZVPD
H -1.157 -1.417 -2.361
N -0.692 -0.558 -2.003
N -0.426 -0.235 -0.869
C 0.010 1.049 -0.373
C 1.034 0.723 0.745
P -0.208 -0.355 1.755
N -0.750 -1.105 0.282
H -0.871 1.452 0.242
H 0.225 1.751 -1.195
H 1.977 0.378 0.269
H 1.391 1.559 1.298
H 0.694 -1.306 2.255
H -1.228 -1.936 -0.044
```

Properties
LUMO (spin up / spin down): -5.40 / -5.40 eV
total energy: -15936.174 eV
HOMO energy (spin up / spin down): -13.802 / -13.802 eV
multiplicity: 1
SMILES: [H]/N=[N+]1/CCPN1
total charge: +1